[1]
Formula: C19H18F5N2PdSSe2
Source: the Open Molecules 2025 dataset
Level of theory: ωB97M-V/def2-TZVPD

Its HOMO energy is -10.9 eV. The total charge is +1. Its energy above the lowest of the compared OMol25 structures with the same formula, charge and spin is 10.82 kJ/mol. The value obtained for the energy is -6672.394984 Eh.

Structure (XYZ):
```
48
Properties=species:S:1:pos:R:3:forces:R:3:mulliken_charge:R:1
Pd -0.30420 -0.55966 0.39233 0.431 0.621 0.411 0.147
C -2.36563 2.26767 1.03829 -0.009 -0.068 0.059 -1.188
Se -1.35196 0.93432 2.02479 0.064 -0.292 -0.158 0.312
C -2.86629 -0.21205 2.51043 -0.077 0.108 0.007 -0.828
C -3.80793 -0.58755 1.38257 0.063 0.104 -0.045 -0.824
Se -2.93444 -1.49223 -0.11265 -0.223 -0.188 -0.124 0.160
C -4.14143 -0.91002 -1.52707 0.017 -0.071 0.095 -1.038
H -3.20356 2.58633 1.65461 0.006 -0.013 0.030 0.426
H -2.72054 1.85837 0.09586 0.014 0.027 -0.024 0.236
H -1.70792 3.11763 0.88222 -0.011 0.039 -0.052 0.436
H -3.40971 0.34844 3.27191 -0.010 -0.047 0.031 0.532
H -2.40444 -1.07637 2.98194 0.036 -0.012 0.007 0.401
H -4.30409 0.29231 0.97590 -0.026 0.001 -0.013 0.389
H -4.57183 -1.25823 1.77025 -0.032 0.019 0.051 0.485
H -4.14633 0.17287 -1.59909 -0.007 0.060 -0.017 0.328
H -5.14166 -1.28981 -1.34027 -0.010 0.008 0.012 0.352
H -3.76456 -1.33890 -2.45222 0.008 0.015 -0.006 0.334
N 0.70058 -1.98680 -0.73045 -0.080 0.042 -0.034 -0.079
C 1.13910 -1.45300 -2.00701 -0.034 -0.044 0.031 0.463
C 1.82596 -2.21935 -2.90085 0.076 0.039 -0.052 -0.623
C 2.25728 -1.67318 -4.12839 0.014 -0.075 0.020 -0.663
C 1.99611 -0.36996 -4.42767 0.029 0.012 -0.059 -1.006
C 1.27690 0.44296 -3.52163 -0.002 0.044 -0.041 0.809
C 0.98616 1.80112 -3.78363 -0.025 0.033 0.037 -0.506
C 0.28401 2.52693 -2.86780 0.002 -0.034 0.020 -1.058
C -0.14634 1.89115 -1.68907 -0.047 -0.039 0.018 0.106
N 0.09904 0.63281 -1.41069 -0.086 -0.177 0.166 0.025
C 0.82692 -0.10481 -2.30307 0.074 -0.079 -0.152 0.123
H 1.47831 -2.29861 -0.15355 0.092 0.028 -0.019 0.442
H 0.08809 -2.78673 -0.86139 -0.022 -0.029 -0.007 0.250
H 2.05319 -3.25104 -2.66051 -0.001 0.007 -0.001 0.485
H 2.80337 -2.29550 -4.82365 -0.001 0.000 0.012 0.417
H 2.33616 0.05853 -5.36221 -0.017 0.012 0.021 0.415
H 1.32753 2.25473 -4.70571 0.011 -0.037 -0.009 0.440
H 0.05024 3.56941 -3.02901 -0.011 -0.009 0.018 0.424
H -0.71919 2.43665 -0.95333 0.012 0.046 -0.034 0.204
F 4.81325 1.48736 4.30314 0.096 0.077 0.055 -0.277
C 3.79847 0.77091 3.85202 -0.098 -0.057 -0.005 0.647
C 3.89103 0.13649 2.62424 0.008 -0.023 -0.056 0.069
F 4.99834 0.24830 1.89713 0.052 0.018 -0.008 -0.290
C 2.82766 -0.61135 2.16287 -0.150 0.049 0.233 0.189
F 2.95872 -1.21177 0.97161 0.031 -0.042 -0.139 -0.327
C 1.64400 -0.74521 2.88400 0.026 0.060 -0.032 0.655
S 0.29452 -1.72305 2.31173 -0.213 -0.132 -0.157 -0.347
C 1.58231 -0.09828 4.11674 0.175 -0.032 -0.213 -0.140
F 0.48900 -0.18560 4.86555 -0.187 -0.002 0.090 -0.359
C 2.64055 0.64923 4.60191 0.019 -0.010 -0.022 0.126
F 2.54524 1.25454 5.77889 0.024 0.040 0.052 -0.274
```
Forces are in eV/Å.



[2]
Formula: C19H18FN3O4
Source: the Open Molecules 2025 dataset
Level of theory: ωB97M-V/def2-TZVPD

Its HOMO energy is -8.8 eV. As for the SMILES: O=C(O)CC/C(=N\NC(=O)CNC(=O)c1ccc(F)cc1)c1ccccc1. Its energy above the lowest of the compared OMol25 structures with the same formula, charge and spin is 0.00 kJ/mol. The value obtained for the energy is -1299.968199 Eh.

Structure (XYZ):
```
45
Properties=species:S:1:pos:R:3:forces:R:3:mulliken_charge:R:1
O -0.94497 1.93432 1.34622 -0.184 0.160 0.124 -0.618
C -0.50154 1.09707 2.09058 -0.366 0.378 0.032 0.576
O 0.80130 0.91241 2.27293 0.510 -0.334 0.350 -0.481
C -1.34797 0.14796 2.90624 0.058 0.043 -0.039 -0.519
C -1.33231 -1.26764 2.28090 -0.031 0.149 -0.175 -1.431
C -1.09938 -1.23864 0.78222 -0.605 0.061 0.368 0.625
N -1.87820 -0.69829 -0.07027 0.395 -0.177 -0.620 -0.065
N -3.04086 -0.11731 0.26077 -0.237 -0.420 1.283 -0.440
C -3.70341 0.71893 -0.59081 0.035 0.157 -0.333 0.422
O -4.80707 1.13080 -0.31396 -0.052 0.052 -0.028 -0.654
C -2.92919 1.11421 -1.83615 -0.020 0.092 -0.326 -0.683
N -1.60788 1.59470 -1.50488 -0.288 0.402 0.017 -0.223
C -0.50319 1.02611 -2.04340 0.002 0.285 0.051 0.022
O -0.54254 0.24084 -2.96957 0.055 -0.257 -0.127 -0.667
C 0.78248 1.43696 -1.39767 0.227 -0.015 -0.028 0.344
C 0.96292 2.66251 -0.76286 0.059 -0.226 -0.152 0.234
C 2.15810 2.94599 -0.12295 0.227 0.035 0.084 -1.017
C 3.16790 1.99707 -0.13617 -0.114 -0.026 -0.010 0.533
F 4.32106 2.26642 0.51224 -0.106 -0.022 -0.108 -0.375
C 3.02683 0.78728 -0.79225 0.136 0.165 0.106 -0.593
C 1.83006 0.52061 -1.42922 -0.125 0.165 -0.021 -0.547
C 0.09318 -1.88609 0.22448 0.417 -0.332 -0.299 0.843
C 1.29569 -1.96258 0.92546 -0.163 -0.024 0.002 -0.334
C 2.39485 -2.58284 0.36020 0.109 -0.048 0.013 -1.017
C 2.31187 -3.14029 -0.90460 0.056 0.017 -0.022 -0.341
C 1.12320 -3.06023 -1.61350 0.035 -0.021 -0.052 -0.779
C 0.02393 -2.43689 -1.05681 0.003 0.009 0.135 -0.150
H 1.32741 1.50971 1.71222 -0.244 0.053 -0.181 0.351
H -2.35791 0.55833 2.94095 0.155 0.035 -0.005 0.420
H -0.94865 0.10246 3.91943 -0.074 0.011 0.007 0.490
H -2.28744 -1.76030 2.48602 0.061 -0.037 0.062 0.443
H -0.55184 -1.86716 2.74512 -0.110 -0.018 -0.031 0.414
H -3.48278 -0.27920 1.16614 0.084 0.095 -0.249 0.273
H -2.79704 0.24661 -2.49218 -0.082 0.117 0.073 0.419
H -3.50537 1.88292 -2.36143 -0.040 -0.227 0.119 0.342
H -1.51823 2.10375 -0.63709 0.145 -0.138 -0.033 0.281
H 0.18499 3.40943 -0.77356 -0.085 0.039 0.046 0.450
H 2.31887 3.89175 0.37147 0.044 0.086 0.038 0.396
H 3.84005 0.07989 -0.80121 0.094 -0.080 0.026 0.508
H 1.68410 -0.40650 -1.95965 -0.012 -0.120 -0.025 0.723
H 1.39382 -1.50880 1.89996 -0.024 0.006 0.085 0.274
H 3.32165 -2.63065 0.91300 0.083 0.000 0.043 0.433
H 3.17090 -3.63081 -1.33779 0.071 -0.050 -0.036 0.391
H 1.05374 -3.48303 -2.60430 -0.016 -0.042 -0.090 0.403
H -0.90114 -2.36180 -1.60431 -0.086 -0.001 -0.071 0.325
```
Forces are in eV/Å.